(1)
DFT (ωB97M-V with the def2-TZVPD basis set) results for C28H37HfN8 as an isolated structure in a non-equilibrium geometry.

```
74
C28H37HfN8 (ωB97M-V with the def2-TZVPD basis set)
Hf -0.011 -0.024 -0.307
N -1.309 -3.486 7.770
N -0.787 0.582 1.421
N 1.826 0.448 -1.693
N -2.146 3.148 -2.918
N 1.826 -0.180 1.109
N -1.788 -1.235 -0.074
N 0.051 -1.721 -1.795
N -0.962 1.493 -1.562
C -1.156 -2.632 4.384
C -4.239 -2.411 0.014
C -2.085 -2.218 -0.970
C -3.289 3.950 -2.357
C -1.525 2.289 -2.218
C -2.606 5.801 -3.911
C -0.953 -2.524 -1.905
C 3.102 0.314 -0.921
C -1.466 -2.883 6.805
C -1.326 -1.904 3.223
C -1.644 -2.127 5.590
C -2.303 -0.905 5.614
C 2.845 0.742 0.511
C 1.379 0.239 2.492
C 1.745 -0.388 -2.937
C 1.265 -1.803 -2.636
C -1.430 4.970 -4.418
C -3.065 1.317 2.044
C -2.468 -0.184 4.438
C -1.975 -0.668 3.232
C -2.968 5.428 -2.475
C -2.114 0.127 1.921
C -1.020 -3.694 -2.821
C -3.305 -2.827 -0.957
C 0.168 1.162 2.394
C -2.641 -0.861 0.884
C -3.910 -1.448 0.936
C -1.722 3.484 -4.321
H -0.282 1.242 3.385
H -0.954 -2.328 2.294
H 1.094 -0.669 3.020
H -0.033 -4.109 -3.011
H -0.657 -3.592 4.372
H 1.765 1.420 -1.988
H 2.022 -2.376 -2.094
H 2.209 0.706 3.025
H 1.032 0.103 -3.599
H 3.900 0.905 -1.370
H -3.200 1.788 1.070
H -2.646 2.064 2.719
H 3.413 -0.732 -0.952
H -3.837 5.989 -2.130
H 3.768 0.741 1.092
H -1.652 -4.479 -2.412
H -0.860 2.864 -4.566
H -1.452 -3.391 -3.782
H -2.359 6.860 -3.967
H -4.043 1.029 2.430
H 1.077 -2.320 -3.574
H -4.604 -1.163 1.715
H -3.556 -3.611 -1.657
H 0.459 2.176 2.111
H -3.472 5.649 -4.562
H 2.283 -1.085 1.202
H -2.554 3.192 -4.963
H -0.527 5.201 -3.846
H -4.160 3.677 -2.955
H -1.212 5.196 -5.462
H -2.688 -0.521 6.550
H -3.453 3.626 -1.331
H 2.444 1.760 0.548
H -5.216 -2.878 0.046
H -2.142 5.673 -1.801
H 2.710 -0.411 -3.444
H -2.991 0.761 4.489
```

lowest unoccupied orbital energy: -9.86 eV
Kohn-Sham gap: 6.4751 eV
charge: +3
E_HOMO: -16.3 eV
strongest force on any atom: 1.14 eV/A
2S+1: 1


(2)
DFT (ωB97M-V with the def2-TZVPD basis set) results for a 3-piece molecular cluster, C19H29F16N6O5PS overall in a non-equilibrium geometry.

```
77
C19H29F16N6O5PS (ωB97M-V with the def2-TZVPD basis set)
S -3.803 2.950 0.338
P -0.552 -2.462 0.495
F 0.623 -3.122 3.328
F -1.354 2.381 -7.132
F 0.557 1.524 -5.185
F -0.362 0.850 -8.833
F 0.931 -3.440 7.775
F 2.422 -2.510 4.383
F 3.579 -2.822 6.794
F -1.979 2.543 -5.061
F -0.916 0.099 -4.469
F 0.923 -1.495 8.703
F 2.119 -4.804 6.059
F 2.286 -5.203 3.934
F 1.520 0.063 -9.532
F 1.150 2.880 -7.437
F 3.353 -2.860 8.955
F 1.365 2.856 -9.599
O -5.569 0.997 0.715
O 1.034 -1.585 6.512
O 1.137 0.037 -7.370
O 1.555 2.134 0.707
O -1.296 -1.838 1.883
N -4.646 1.572 2.705
N -5.531 0.538 2.885
N 1.173 0.387 2.298
N 0.738 -1.417 -0.025
N 2.382 4.178 1.441
N -1.745 -2.437 -0.821
C 0.369 -2.380 5.535
C 1.494 -4.640 4.880
C -0.497 0.775 -5.579
C -2.660 1.851 -0.645
C 1.459 -2.205 7.688
C -6.073 0.212 1.725
C 0.950 0.778 -8.538
C -1.658 1.659 -6.039
C -4.688 1.795 1.401
C 0.325 0.538 -1.476
C 0.358 0.050 0.013
C -0.010 -0.285 -6.587
C 2.982 -2.200 7.832
C 2.646 2.711 1.411
C 1.254 -3.167 4.546
C -1.238 2.511 -0.634
C -0.260 1.977 -1.720
C 1.472 0.728 0.890
C 1.619 2.152 -8.471
H 2.451 0.289 0.543
H -1.402 3.602 -0.859
H -3.091 1.777 -1.678
H -0.789 1.974 -2.710
H 3.365 -1.179 7.883
H -2.658 0.810 -0.234
H -0.901 -2.372 2.590
H -0.823 -0.673 -7.202
H 0.856 -0.579 2.378
H 2.088 0.386 2.762
H 3.589 2.459 0.867
H -2.547 1.058 -6.248
H -0.193 -0.223 -2.119
H -0.406 -3.005 5.982
H 2.733 2.382 2.476
H -2.354 -3.231 -0.606
H -0.175 -1.650 4.932
H -0.670 0.139 0.431
H -0.858 2.474 0.411
H 1.393 0.526 -1.837
H -1.195 -2.743 -1.630
H 1.030 -1.651 -0.974
H 0.614 2.663 -1.871
H 1.390 4.242 1.705
H 2.861 4.509 2.287
H 0.552 -5.195 4.897
H 2.700 2.054 -8.355
H -6.813 -0.567 1.488
H 0.315 -1.136 -5.987
```

lowest unoccupied orbital energy: 0.33 eV
Kohn-Sham gap: 8.3320 eV
E_HOMO: -8.0 eV
strongest force on any atom: 2.93 eV/A
2S+1: 1


(3)
DFT (ωB97M-V with the def2-TZVPD basis set) results for a 2-piece molecular cluster, C3H7NO3 overall in a non-equilibrium geometry.

```
14
C3H7NO3 (ωB97M-V with the def2-TZVPD basis set)
O -1.410 -1.149 2.853
O -1.291 0.901 -0.728
O 1.715 2.133 -2.827
N -0.680 -1.413 0.713
C -1.336 -1.824 1.841
C 0.151 -0.233 0.802
C -0.175 0.819 -0.238
H 1.281 1.432 -3.309
H 0.683 1.536 -0.202
H -1.695 -2.844 1.893
H 1.245 -0.406 0.810
H -1.100 -1.681 -0.204
H 0.096 0.216 1.790
H 2.516 2.511 -3.192
```

lowest unoccupied orbital energy: 0.58 eV
Kohn-Sham gap: 10.4859 eV
E_HOMO: -9.9 eV
strongest force on any atom: 2.27 eV/A
2S+1: 1


(4)
DFT (ωB97M-V with the def2-TZVPD basis set) results for a 2-piece molecular cluster, C3H10NO2P overall in a non-equilibrium geometry.

```
17
C3H10NO2P (ωB97M-V with the def2-TZVPD basis set)
P 1.061 -0.570 -0.194
O 1.240 -1.865 -0.909
O 0.728 -0.879 1.357
N -0.635 1.720 -0.432
C 2.555 0.519 0.058
C -0.355 0.422 -0.788
C -2.734 -0.927 0.323
H -2.196 -1.730 -0.184
H -0.399 1.925 0.476
H 0.782 -1.835 1.210
H -3.457 -0.251 -0.138
H -2.687 -0.969 1.410
H -0.775 0.031 -1.693
H 2.860 0.962 -0.785
H -1.499 2.159 -0.738
H 2.185 1.378 0.567
H 3.327 -0.090 0.461
```

lowest unoccupied orbital energy (alpha / beta): 0.44 / 0.32 eV
Kohn-Sham gap (alpha / beta): 9.0316 / 7.6773 eV
E_HOMO (alpha / beta): -8.6 / -7.4 eV
strongest force on any atom: 4.13 eV/A
2S+1: 1


(5)
DFT (ωB97M-V with the def2-TZVPD basis set) results for a 4-piece molecular cluster, C32H55NO11S4 overall in a non-equilibrium geometry.

```
103
C32H55NO11S4 (ωB97M-V with the def2-TZVPD basis set)
S 2.660 -0.105 0.235
S -2.257 1.400 -6.363
S 2.862 -1.128 -2.992
S -4.538 2.546 -4.843
O 2.134 -6.026 1.113
O -0.321 6.420 -0.174
O 1.766 6.412 0.496
O 3.808 -0.071 -2.818
O 2.586 -1.985 -1.660
O 3.217 -2.109 -3.973
O 2.212 0.008 1.605
O 4.041 -0.485 0.132
O 0.362 -6.156 2.393
O -4.443 -0.086 4.898
O -3.701 -1.842 5.989
N -2.069 3.611 -4.890
C 0.443 6.411 0.750
C -0.649 -3.603 0.709
C 1.131 -0.580 -5.029
C 2.764 6.569 1.510
C -2.952 -2.442 7.047
C 0.317 -2.700 1.163
C -2.161 -3.012 2.492
C 1.405 -6.646 2.067
C 0.226 -1.289 -2.743
C 3.468 -6.411 0.768
C -3.217 5.507 -3.590
C -1.862 -3.772 1.369
C -3.671 0.366 7.093
C -1.207 -2.125 2.968
C -1.184 0.533 -5.187
C -3.949 -0.520 5.899
C -0.040 6.319 2.180
C 1.602 -2.587 0.388
C 2.386 1.481 -0.525
C -2.983 2.629 -5.277
C 0.302 0.604 -5.546
C -3.817 -2.744 8.253
C 1.254 -0.456 -3.499
C 3.101 5.248 2.168
C 0.016 -1.982 2.317
C -1.798 4.558 -5.977
C 0.376 -0.998 -1.235
C 1.883 -7.965 2.630
C -2.356 4.237 -3.587
C -0.606 5.458 -5.680
C 3.489 -7.534 -0.248
C 1.690 -1.458 -0.652
H -3.236 -3.255 9.020
H -0.971 6.875 2.257
H 0.683 1.536 -5.131
H 3.361 1.817 -0.866
H 0.650 6.730 2.913
H 0.614 -1.500 -5.281
H -1.362 0.992 -4.215
H -0.233 5.273 2.416
H 2.054 2.187 0.223
H 3.028 -8.441 0.144
H 2.469 7.331 2.233
H -4.589 0.474 7.669
H 0.432 -2.335 -2.951
H 1.762 -3.516 -0.152
H -0.436 -4.206 -0.164
H -2.551 -4.499 0.970
H 3.416 4.530 1.410
H 3.918 -5.517 0.339
H 2.962 -8.098 2.604
H -2.879 0.004 7.743
H -2.567 -3.370 6.628
H 0.747 -1.302 2.725
H -3.905 5.551 -4.426
H 1.163 0.598 -3.254
H 1.409 -8.773 2.075
H -0.786 6.154 -4.871
H -4.654 -3.380 7.964
H -3.369 1.343 6.723
H -0.494 -1.428 -0.750
H -2.685 5.112 -6.287
H 2.931 -7.244 -1.139
H -3.787 5.568 -2.669
H 3.638 6.957 0.989
H 4.043 -6.651 1.664
H 0.378 0.690 -6.628
H -1.503 3.957 -6.835
H -0.789 -1.000 -2.982
H -1.433 -1.550 3.852
H 2.104 -0.497 -5.496
H 2.239 4.823 2.682
H -2.085 -1.830 7.302
H -0.368 5.991 -6.596
H -1.544 -0.488 -5.097
H 1.570 -8.020 3.669
H 0.234 4.810 -5.448
H 0.264 0.079 -1.129
H -2.812 3.523 -2.914
H 2.440 -2.503 1.077
H -1.391 4.489 -3.150
H -3.115 -3.145 2.974
H 3.907 5.370 2.892
H 4.514 -7.765 -0.537
H 1.742 1.479 -1.394
H -4.235 -1.835 8.687
H -2.608 6.407 -3.625
```

lowest unoccupied orbital energy: 0.00 eV
Kohn-Sham gap: 8.2390 eV
E_HOMO: -8.2 eV
strongest force on any atom: 2.02 eV/A
2S+1: 1


> strongest force on any atom of number 4 (C3H10NO2P)?

4.13 eV/A